Record 1
A structure of composition C6H9NS2 at a distorted geometry. Source: the Open Molecules 2025 dataset; level of theory: the ωB97M-V functional and the def2-TZVPD basis.

Output
Highest occupied orbital energy   -7.742 eV
Relative energy (zero: lowest compared OMol25 entry of this formula, charge and spin)   301.6 kJ/mol

Geometry as XYZ:
```
18
Properties=species:S:1:pos:R:3:forces:R:3:nbo_charge:R:1
C 0.146 -0.492 0.002 1.05 1.12 0.38 -0.1527
C 1.073 -1.422 -0.128 2.73 0.19 -0.26 -0.1999
C 0.384 1.045 0.072 -1.86 -0.82 -2.06 -0.4322
C -1.261 -1.024 0.096 -0.45 0.34 1.16 -0.4206
C 1.803 1.556 -0.103 -0.69 -1.84 -0.04 -0.2296
C -1.197 -2.604 -0.054 -2.14 0.20 0.80 -0.5574
N 2.773 0.697 0.454 2.53 -2.00 1.91 -0.7568
S 0.525 -3.088 0.009 1.03 -0.22 0.02 0.2519
S 3.238 -0.734 -0.298 -4.39 -0.23 0.80 0.3869
H -0.207 1.290 -0.908 0.63 0.63 2.02 0.2215
H -0.047 1.495 0.999 -0.18 -0.48 -0.88 0.2161
H -1.626 -0.748 1.164 0.17 -0.45 -1.77 0.2094
H -1.891 -0.479 -0.664 0.34 -0.82 0.81 0.2230
H 2.057 1.645 -1.126 0.15 0.60 -1.07 0.2051
H 1.975 2.403 0.471 -0.28 2.36 0.37 0.2024
H -1.832 -3.057 0.814 1.34 0.54 -1.60 0.2314
H -1.591 -3.014 -1.014 0.00 0.68 0.71 0.2255
H 2.702 0.569 1.486 0.04 0.20 -1.30 0.3759
```
Positions in Å, forces in eV/Å.

Record 2
A structure of composition C9H24GeNO8PPdS2Se2. Source: the Open Molecules 2025 dataset; level of theory: the ωB97M-V functional and the def2-TZVPD basis.

Output
Highest occupied orbital energy (spin up / spin down)   -4.621 / -5.981 eV
Net charge   -1
⟨S²⟩   8.77
Multiplicity   6
Relative energy (zero: lowest compared OMol25 entry of this formula, charge and spin)   48.8 kJ/mol

Geometry as XYZ:
```
49
Properties=species:S:1:pos:R:3:forces:R:3:nbo_charge:R:1
Pd 0.870 0.351 -1.022 0.17 0.12 0.40 0.9335
C -4.850 0.170 -3.099 0.00 -0.01 0.00 -0.6363
C -4.597 -0.741 -1.918 0.00 0.00 -0.01 -0.0484
O -3.588 -0.200 -1.050 0.02 0.06 0.04 -0.8270
P -2.020 -0.256 -1.284 0.05 -0.24 -0.49 1.7023
S -1.094 1.290 -2.357 -0.11 -0.06 -0.03 -0.0471
S -0.861 -1.171 0.049 -0.05 -0.05 0.05 -0.5746
O -2.073 -1.262 -2.574 -0.08 -0.01 0.17 -0.8753
C -0.898 -1.874 -3.142 0.05 0.03 -0.03 -0.0774
C -1.357 -2.842 -4.206 -0.01 0.01 0.00 -0.6203
H -5.690 -0.210 -3.684 0.00 0.00 0.00 0.2062
H -3.972 0.217 -3.742 0.00 0.00 0.00 0.2243
H -5.090 1.177 -2.757 0.00 0.00 0.00 0.2148
H -4.310 -1.740 -2.239 0.00 0.00 0.00 0.1944
H -5.480 -0.813 -1.283 0.01 0.00 -0.01 0.1831
H -0.342 -2.380 -2.351 -0.02 0.01 -0.01 0.2042
H -0.243 -1.107 -3.559 0.00 -0.03 0.02 0.2102
H -1.986 -3.623 -3.774 0.00 0.00 0.00 0.2006
H -0.488 -3.311 -4.669 0.00 0.00 0.00 0.2189
H -1.925 -2.327 -4.981 0.00 0.00 0.00 0.2035
O -2.174 1.475 -0.058 0.05 0.14 0.13 -0.5555
N -1.202 1.694 0.784 -0.08 0.04 -0.17 0.3128
O -0.019 2.023 0.527 0.04 0.10 0.10 -0.4273
C 1.950 -0.189 5.371 0.01 0.01 -0.01 -1.0877
Ge 1.315 0.452 3.619 0.00 0.01 0.00 1.6269
C -0.630 0.314 3.648 0.01 -0.05 -0.01 -1.0910
C 1.892 2.309 3.448 -0.02 0.01 0.00 -1.0933
C 2.137 -0.840 2.367 -0.03 -0.06 0.01 -1.0675
Se 2.807 -0.483 0.568 0.03 0.09 -0.03 0.4830
C 3.700 1.212 0.852 0.05 0.04 0.04 -0.7989
H 1.489 0.385 6.177 0.00 0.00 0.00 0.2219
H 3.034 -0.086 5.454 0.00 0.00 0.00 0.2208
H 1.695 -1.241 5.514 0.00 0.00 0.00 0.2221
H -1.017 0.938 4.456 -0.02 0.01 0.00 0.2204
H -0.925 -0.719 3.839 0.00 -0.01 0.01 0.2245
H -1.074 0.630 2.707 0.03 -0.05 0.09 0.2559
H 1.482 2.872 4.289 -0.01 0.00 0.00 0.2233
H 1.527 2.751 2.522 -0.02 0.00 0.01 0.2538
H 2.978 2.385 3.480 0.00 0.02 -0.01 0.2257
H 1.417 -1.650 2.227 -0.02 0.01 0.00 0.2447
H 2.987 -1.273 2.898 -0.01 -0.01 -0.01 0.2268
H 4.367 1.130 1.708 -0.02 -0.02 0.02 0.2028
H 2.968 2.002 0.992 0.02 -0.03 -0.02 0.2280
H 4.260 1.368 -0.067 -0.01 0.01 0.03 0.2899
O 4.445 0.327 -1.980 0.07 -0.05 -0.10 -1.0856
Se 3.087 0.656 -2.798 -0.15 -0.04 -0.03 2.7319
O 3.288 1.014 -4.352 -0.02 0.02 -0.01 -1.0413
O 1.994 -0.627 -2.594 -0.01 0.01 -0.14 -1.0696
O 2.214 1.824 -1.956 0.08 -0.04 -0.01 -1.0867
```
Positions in Å, forces in eV/Å.

Record 3
A cluster of 8 separate species, C29H50O17S in total at a distorted geometry. Source: the Open Molecules 2025 dataset; level of theory: the ωB97M-V functional and the def2-TZVPD basis.

Output
Highest occupied orbital energy   -8.735 eV
Relative energy (zero: lowest compared OMol25 entry of this formula, charge and spin)   1475.8 kJ/mol
SMILES   C[C@H]1COC(=O)O1.C[C@H]1COC(=O)O1.C[C@H]1COC(=O)O1.C[C@H]1COC(=O)O1.O=S1(=O)CCCC1.CC(C)=O.CC(C)=O.CC(C)=O

Geometry as XYZ:
```
97
Properties=species:S:1:pos:R:3:forces:R:3:lowdin_charge:R:1
C -4.634 -3.445 2.149 -0.32 0.79 0.00 0.0005
C -4.526 -1.969 2.611 -1.79 -0.28 -1.18 -0.2425
C -3.489 -1.518 3.583 -0.44 -1.40 0.68 -0.1163
O -2.912 -0.401 3.009 2.06 1.87 0.30 0.0810
C -3.268 -0.154 1.758 -4.21 -2.13 1.80 -0.5008
O -2.957 0.721 1.036 -4.57 -2.01 0.31 0.1089
O -4.321 -1.052 1.478 0.13 0.45 1.32 0.0355
H -3.797 -3.771 1.531 0.07 -0.16 0.88 0.0880
H -5.491 -3.530 1.480 0.01 0.26 -0.09 0.0677
H -4.936 -4.127 2.943 0.60 0.16 0.44 0.0924
H -5.494 -1.694 3.031 -0.22 0.01 -0.24 0.1488
H -2.809 -2.355 3.739 0.62 0.38 0.16 0.1372
H -3.960 -1.222 4.520 0.31 -0.05 0.09 0.1461
C 3.609 3.770 -2.870 0.34 -0.41 -0.23 0.0112
C 2.719 2.938 -1.905 2.16 0.65 0.47 -0.2378
C 1.244 3.183 -1.878 0.81 4.26 0.44 -0.0949
O 0.648 1.961 -1.809 3.48 -1.18 1.38 -0.0093
C 1.510 1.085 -2.321 -0.29 -3.19 0.56 -0.5345
O 1.188 -0.067 -2.630 4.45 3.52 0.00 0.0367
O 2.747 1.561 -2.240 -3.25 2.91 -2.90 0.0266
H 3.572 3.372 -3.885 -0.79 0.16 -0.16 0.0917
H 4.689 3.716 -2.727 0.01 -0.52 0.92 0.0808
H 3.472 4.851 -2.873 -0.79 -0.11 0.08 0.0896
H 3.193 2.847 -0.927 -0.21 1.01 0.38 0.1665
H 0.985 3.830 -2.717 -0.51 -0.77 -0.86 0.1530
H 1.009 3.894 -1.086 -0.39 -0.73 0.69 0.1626
C -2.221 -0.737 -4.105 2.39 0.94 -0.87 0.0048
C -1.194 -0.092 -3.147 -1.33 0.17 -0.08 -0.2401
C -0.734 1.361 -3.543 -1.34 -1.80 -2.21 -0.0415
O -1.194 2.234 -2.512 -2.85 -0.08 -2.73 0.0634
C -1.839 1.493 -1.602 -1.39 1.95 1.63 -0.5364
O -2.309 1.950 -0.584 0.93 0.70 -3.62 0.1292
O -1.907 0.233 -1.956 -0.24 -0.42 0.81 0.0182
H -2.623 -1.692 -3.765 0.12 0.78 -0.40 0.0669
H -1.708 -0.990 -5.032 0.26 0.11 -0.18 0.0968
H -2.828 0.135 -4.348 -1.16 -0.79 0.03 0.1052
H -0.365 -0.708 -2.800 -1.18 -0.09 -1.10 0.1128
H -1.201 1.572 -4.505 -0.17 0.59 0.15 0.1406
H 0.334 1.234 -3.717 -1.07 1.22 -0.54 0.1250
C -1.676 -2.247 -1.054 -0.16 0.18 0.50 0.0057
C -3.092 -1.814 -0.580 1.59 -0.67 -3.04 -0.2261
C -3.961 -1.254 -1.766 1.05 0.22 0.94 -0.0551
O -5.196 -1.902 -1.604 -0.76 1.94 -0.75 0.1213
C -5.037 -2.938 -0.876 -3.39 -4.76 1.85 -0.5439
O -5.996 -3.751 -0.718 3.84 2.27 -0.07 0.0644
O -3.786 -3.036 -0.332 -1.83 -0.18 -0.87 0.0270
H -1.442 -3.133 -0.463 0.40 0.17 0.07 0.1051
H -0.985 -1.430 -0.849 -0.55 -1.25 -0.20 0.0326
H -1.512 -2.519 -2.097 -0.75 -0.13 -0.14 0.0920
H -3.053 -1.237 0.344 0.48 -1.00 -2.30 0.0915
H -3.602 -1.623 -2.726 -0.32 0.45 1.01 0.0834
H -4.029 -0.166 -1.741 -0.59 -0.36 -0.06 0.1462
C 1.180 2.452 3.700 1.14 2.59 -0.04 -0.0571
C 1.461 3.834 4.134 -3.12 0.07 -1.44 -0.5303
O 0.537 4.546 4.455 -0.48 0.87 0.94 0.0622
C 2.773 4.384 3.904 2.42 0.85 1.29 -0.0357
H 0.166 2.259 3.350 0.31 0.46 1.27 0.0766
H 1.604 1.779 4.446 -1.14 1.28 0.52 0.0836
H 1.882 2.244 2.893 -0.17 0.15 -0.33 0.0985
H 3.531 3.615 4.057 0.27 -0.01 -0.87 0.0887
H 3.031 5.123 4.663 -0.34 0.15 0.21 0.0884
H 2.811 4.972 2.988 0.13 -0.61 -0.35 0.0983
C -0.786 1.236 1.325 2.71 0.50 0.41 0.0156
C -0.401 -0.137 0.827 0.68 -0.97 0.18 -0.3178
O -0.873 -1.239 1.197 -0.55 3.01 -0.18 -0.0074
C 0.777 -0.268 -0.180 -1.68 0.80 1.18 -0.0257
H -1.839 1.337 1.588 2.10 0.79 0.34 0.0428
H -0.503 2.005 0.607 0.00 -0.23 -0.09 0.0964
H -0.195 1.553 2.184 0.26 -1.12 -0.37 0.0514
H 1.297 0.672 -0.364 -0.10 -0.39 1.04 0.1052
H 0.338 -0.526 -1.143 -0.09 -0.01 0.99 0.0693
H 1.497 -1.058 0.031 -1.64 0.99 0.60 0.0270
C 1.605 -1.244 2.292 -0.47 -1.34 -0.95 -0.0233
C 1.178 -0.472 3.458 0.78 -0.30 0.59 -0.4328
O 1.894 0.436 3.833 0.97 -4.41 0.30 -0.0273
C -0.029 -0.928 4.267 0.36 0.13 0.08 0.0337
H 2.287 -0.771 1.586 0.26 0.14 1.22 0.0613
H 0.698 -1.446 1.721 1.14 -0.97 0.73 0.0415
H 1.976 -2.226 2.587 0.25 -0.01 0.29 0.1208
H -0.241 -0.137 4.987 -0.15 -0.21 0.10 0.0993
H 0.286 -1.837 4.780 0.22 0.02 0.35 0.0971
H -0.932 -1.243 3.745 0.44 0.47 -0.43 0.0489
C 3.873 -0.767 -0.414 0.76 -0.75 -1.15 -0.1612
C 4.329 -0.068 -1.740 -0.61 -2.74 -1.28 -0.1645
C 4.677 -1.226 -2.806 0.79 0.58 2.51 -0.1728
S 3.577 -2.596 -2.375 -0.95 -0.16 -1.31 0.6776
O 4.310 -3.822 -2.226 0.61 -0.09 0.41 -0.3274
O 2.469 -2.646 -3.324 0.54 0.37 0.76 -0.3399
C 2.964 -1.981 -0.767 0.84 0.00 -2.30 -0.2186
H 3.366 -0.083 0.267 0.41 0.02 -0.03 0.0896
H 4.833 -1.117 -0.036 -0.33 -0.21 0.93 0.1185
H 5.111 0.673 -1.576 0.36 -0.32 0.00 0.1186
H 3.502 0.488 -2.183 2.77 -2.84 0.71 -0.0084
H 5.644 -1.624 -2.497 0.23 -0.15 -0.40 0.0862
H 4.695 -0.977 -3.867 -0.41 -0.01 0.22 0.1030
H 2.816 -2.861 -0.142 0.46 0.30 0.36 0.1226
H 1.991 -1.675 -1.152 0.75 -0.35 -0.06 0.0502
```
Positions in Å, forces in eV/Å.

Record 4
A structure of composition C29H31Zr at a distorted geometry. Source: the Open Molecules 2025 dataset; level of theory: the ωB97M-V functional and the def2-TZVPD basis.

Output
Highest occupied orbital energy   -1.013 eV
Net charge   -1

Geometry as XYZ:
```
61
Properties=species:S:1:pos:R:3:forces:R:3:nbo_charge:R:1
C -0.856 -1.578 3.643 -0.20 0.55 0.37 -0.6187
C -0.102 -0.293 3.602 1.83 -0.10 -0.07 -0.2569
C -0.878 0.955 3.810 -0.16 -0.34 0.30 -0.6104
C 1.312 -0.315 3.720 -2.37 0.15 0.13 0.0478
C 2.088 0.890 3.778 0.71 0.04 0.02 -0.3287
C 3.473 0.839 3.820 -0.64 -0.17 -0.07 -0.2067
C 4.143 -0.390 3.863 0.67 -0.12 0.01 -0.3937
C 3.404 -1.580 3.907 -0.45 0.33 -0.15 -0.2026
C 2.021 -1.555 3.851 0.57 -0.17 -0.10 -0.3420
H -0.477 -2.320 2.942 0.04 -0.26 -0.22 0.1835
H -0.785 -2.009 4.650 -0.16 -0.48 0.16 0.1693
H -1.923 -1.412 3.440 0.12 -0.08 -0.06 0.1825
H -0.394 1.854 3.435 0.04 0.15 -0.16 0.1896
H -1.868 0.876 3.346 -0.05 0.13 -0.04 0.1782
H -1.041 1.101 4.891 -0.21 0.38 0.13 0.1647
H 1.582 1.853 3.780 0.17 -0.14 -0.03 0.1821
H 4.035 1.770 3.810 0.03 -0.08 0.05 0.1806
H 5.232 -0.422 3.872 -0.15 0.01 0.04 0.1789
H 3.912 -2.539 3.976 0.05 0.06 0.04 0.1810
H 1.458 -2.483 3.913 0.17 0.14 -0.03 0.1861
C -0.305 0.045 0.695 -0.21 0.30 -2.02 -1.0963
Zr -0.575 0.205 -1.802 0.31 -0.24 1.63 1.9576
C 1.578 -0.018 -2.280 0.73 -0.13 -0.33 -1.2247
C -0.912 1.821 -3.610 -0.39 1.22 0.94 -0.3446
C -2.156 1.748 -2.883 0.29 1.14 0.28 -0.3990
C -1.978 2.394 -1.597 0.82 -0.38 -0.99 -0.1541
C -2.838 2.533 -0.480 0.23 0.20 0.28 -0.2007
C -2.335 3.120 0.666 -0.57 -0.23 -0.45 -0.1973
C -0.995 3.567 0.740 0.72 0.26 -0.39 -0.2133
C -0.124 3.441 -0.329 -0.35 0.04 0.26 -0.1864
C -0.600 2.848 -1.525 -0.38 -0.94 -0.67 -0.0788
C 0.050 2.470 -2.768 -0.60 0.18 0.11 -0.3543
C -2.546 -1.204 -1.905 0.71 -1.24 -0.74 -0.3619
C -2.139 -1.025 -3.278 -0.07 -1.26 0.19 -0.3886
C -0.973 -1.849 -3.520 -0.68 0.45 1.09 -0.1336
C -0.180 -2.038 -4.676 0.45 -0.29 0.21 -0.1940
C 0.953 -2.824 -4.566 -0.66 0.51 -0.48 -0.2153
C 1.309 -3.435 -3.343 -0.11 -0.27 0.88 -0.2272
C 0.547 -3.284 -2.198 0.14 0.00 -0.40 -0.1932
C -0.621 -2.488 -2.269 -0.63 1.18 0.10 -0.0473
C -1.573 -2.045 -1.263 -0.25 -0.24 -0.52 -0.3658
H -1.288 0.082 1.165 0.05 -0.07 0.05 0.2115
H 0.196 -0.899 0.937 -0.14 0.16 -0.06 0.2254
H 0.308 0.867 1.076 -0.10 -0.10 -0.07 0.2246
H 1.791 0.023 -3.362 -0.03 0.01 0.22 0.2260
H 2.125 0.815 -1.810 -0.10 -0.15 -0.04 0.2314
H 2.018 -0.951 -1.899 -0.18 0.15 -0.03 0.2331
H -0.757 1.510 -4.646 0.00 -0.04 0.53 0.2449
H -3.134 1.444 -3.255 0.49 -0.10 0.07 0.2350
H -3.870 2.193 -0.581 0.21 0.12 0.28 0.2111
H -2.981 3.266 1.531 0.16 -0.12 -0.18 0.2173
H -0.657 4.041 1.661 -0.02 -0.20 -0.22 0.2216
H 0.909 3.785 -0.302 -0.24 -0.07 0.26 0.2196
H 1.082 2.736 -3.005 -0.42 -0.36 -0.03 0.2463
H -3.467 -0.826 -1.452 0.53 0.04 -0.11 0.2519
H -2.714 -0.574 -4.087 0.24 0.05 0.47 0.2330
H -0.499 -1.561 -5.602 0.28 -0.15 0.04 0.2089
H 1.585 -2.983 -5.437 -0.12 0.03 0.15 0.2085
H 2.213 -4.044 -3.312 -0.21 0.14 0.04 0.2131
H 0.800 -3.741 -1.243 0.17 0.02 -0.28 0.2274
H -1.582 -2.409 -0.234 -0.06 0.36 -0.36 0.2633
```
Positions in Å, forces in eV/Å.

Number 1: calculated total energy -29525.58446 eV. Number 2: calculated total energy -249235.40314 eV. Number 3: calculated total energy -76510.65391 eV. Number 4: calculated total energy -31855.19704 eV.